--- one ---
15
Properties=species:S:1:pos:R:3:nbo_charge:R:1 method="wB97M-V/def2-TZVPD" lumo_ev=0.96 homo_energy_ev=-9.01
C -1.3286 2.2148 -1.9030 -0.389
C -1.3189 0.9211 -2.2197 -0.389
H -0.7743 3.0039 -2.3888 0.195
H -2.1430 2.5547 -1.2640 0.194
H -0.7999 0.5415 -3.0965 0.193
H -1.6870 0.1739 -1.5311 0.198
C 1.4938 0.5946 1.5594 -0.618
C 1.0823 -0.3284 0.4035 -0.491
S -0.1336 -1.6187 0.9012 -0.079
H 0.5928 0.9194 2.0716 0.217
H 2.1524 -0.0301 2.1521 0.208
H 2.0253 1.4704 1.1925 0.211
H 1.9383 -0.8125 -0.0506 0.212
H 0.4256 0.0958 -0.3533 0.221
H 0.7008 -2.5330 1.4357 0.118


--- two ---
15
Properties=species:S:1:pos:R:3:nbo_charge:R:1 method="wB97M-V/def2-TZVPD" lumo_ev=0.97 homo_energy_ev=-9.01
C -2.2833 -0.0328 1.9827 -0.399
C -1.9765 -1.1835 1.3197 -0.391
H -3.0814 0.6369 1.6415 0.201
H -1.4349 0.4740 2.4847 0.193
H -2.7638 -1.6186 0.6611 0.199
H -0.9763 -1.6413 1.4604 0.197
C 1.2665 -0.1184 -1.8968 -0.603
C 1.5895 0.2258 -0.4218 -0.541
S 0.9412 1.7693 0.1359 -0.013
H 0.1974 -0.2573 -2.0498 0.213
H 1.6943 0.6135 -2.5053 0.202
H 1.6422 -1.0205 -2.1756 0.205
H 2.6276 0.0678 -0.1705 0.211
H 1.0638 -0.5261 0.2505 0.219
H 1.4938 2.6111 -0.7164 0.107


Which of them is the least stable? Correct choice: two.


--- one ---
15
Properties=species:S:1:pos:R:3:nbo_charge:R:1 method="wB97M-V/def2-TZVPD" lumo_ev=1.19 homo_energy_ev=-8.49
C 0.2070 -2.6416 0.2156 -0.631
C 0.3259 -1.3720 -0.5537 -0.506
S 0.6460 0.0324 0.5794 0.171
C -0.0966 1.4126 -0.3612 -0.532
C -0.3748 2.5611 0.6009 -0.631
H 1.2070 -3.1273 0.3571 0.217
H -0.3282 -2.5263 1.1716 0.222
H -0.4391 -3.2600 -0.3587 0.217
H -0.5303 -1.0551 -1.0991 0.209
H 1.0911 -1.3914 -1.4009 0.209
H -1.0646 1.1785 -0.9134 0.207
H 0.5892 1.8569 -1.0909 0.204
H -0.8094 2.1393 1.4582 0.208
H 0.6544 2.7854 1.0434 0.210
H -1.0777 3.4075 0.3517 0.228


--- two ---
15
Properties=species:S:1:pos:R:3:nbo_charge:R:1 method="wB97M-V/def2-TZVPD" lumo_ev=1.03 homo_energy_ev=-8.37
C -0.9097 -0.0515 2.9245 -0.381
C -0.5547 -1.3190 2.8709 -0.382
H -0.2088 0.7292 3.2169 0.191
H -1.9394 0.2911 2.9564 0.189
H 0.4480 -1.6673 2.6648 0.194
H -1.3056 -2.1021 2.9584 0.188
C 0.0412 1.7209 -1.6220 -0.763
S 0.1847 0.1696 -0.7507 0.173
C 0.9562 -0.8503 -2.0912 -0.740
H 0.9883 2.1571 -1.9347 0.209
H -0.5613 1.6764 -2.5244 0.206
H -0.4040 2.4696 -0.9622 0.232
H 1.9902 -0.9949 -1.8228 0.229
H 0.5058 -0.4893 -3.0037 0.231
H 0.5976 -1.8520 -1.8151 0.222


Which of them is the least stable? Correct choice: two.


--- one ---
12
Properties=species:S:1:pos:R:3:nbo_charge:R:1 method="wB97M-V/def2-TZVPD" lumo_ev=0.76 homo_energy_ev=-11.89
C -1.2095 0.8676 -0.1125 -0.631
C -0.4371 -0.4528 -0.5204 -0.435
C 1.0467 -0.5573 -0.1833 0.105
F 1.8938 0.1278 -0.9343 -0.317
C 1.4232 -0.1674 1.1240 0.235
N 1.8842 0.1136 2.1202 -0.279
H -0.6370 1.7592 -0.4737 0.220
H -1.1412 0.9842 1.0567 0.215
H -2.3937 0.7624 -0.3815 0.232
H -1.0305 -1.1752 0.1799 0.226
H -0.6800 -0.7244 -1.6016 0.232
H 1.2813 -1.5378 -0.2735 0.197


--- two ---
12
Properties=species:S:1:pos:R:3:nbo_charge:R:1 method="wB97M-V/def2-TZVPD" lumo_ev=0.76 homo_energy_ev=-11.42
C -1.5975 -0.1377 -0.1803 -0.634
C -0.2204 0.3945 -0.3648 0.245
F -0.3281 1.6563 0.2543 -0.375
C 0.9102 -0.3989 0.4668 -0.541
C 2.1635 0.1613 0.0286 0.272
N 3.2167 0.5431 -0.2489 -0.301
H -2.3164 0.5554 -0.3691 0.233
H -1.7764 -1.1625 -0.6427 0.214
H -1.5506 -0.4072 0.8651 0.208
H 0.1505 0.4950 -1.3387 0.171
H 0.5893 -0.2364 1.4477 0.257
H 0.7592 -1.4629 0.0820 0.253


Which of them is the least stable? Correct choice: one.


--- one ---
9
Properties=species:S:1:pos:R:3:nbo_charge:R:1 method="wB97M-V/def2-TZVPD" lumo_ev="-0.89 / -0.86" homo_energy_ev="-9.11 / -9.11"
C 0.6808 -0.6606 0.6742 -0.379
N -0.5145 0.0274 0.7220 -0.459
N -0.9833 0.9348 -1.1434 -0.696
I 0.7198 -2.6223 -0.3293 -0.015
I 0.6178 2.0639 -1.6439 0.336
H 1.0703 -0.6676 1.6686 0.242
H 1.5781 -0.0862 0.0411 0.242
H -1.3901 -0.5882 0.8238 0.371
H -1.7788 1.5989 -0.8132 0.357


--- two ---
9
Properties=species:S:1:pos:R:3:nbo_charge:R:1 method="wB97M-V/def2-TZVPD" lumo_ev="-2.09 / -2.09" homo_energy_ev="-8.28 / -8.28"
C 1.1679 -0.1224 -0.1874 -0.510
N 0.3910 1.0004 -0.1979 -0.376
N -1.6367 -0.0369 0.6289 -0.927
I -2.8922 1.3467 -0.0639 0.379
I -1.6840 -1.9236 -0.0247 0.404
H 1.0488 -0.8444 -1.0248 0.222
H 2.3011 0.0593 -0.4062 0.256
H 1.2264 -0.8404 0.5881 0.195
H 0.0776 1.3614 0.6878 0.358


Which of them is the least stable? Correct choice: two.


--- one ---
22
Properties=species:S:1:pos:R:3:mulliken_charge:R:1 method="wB97M-V/def2-TZVPD" lumo_ev=-4.52 homo_energy_ev=-8.54
C 0.4884 -1.8581 1.1308 -0.991
C -2.1301 0.0302 -1.1798 -0.563
O -1.1424 1.8815 0.1833 -0.659
C -0.9034 -0.7466 -0.8334 0.187
C -0.7288 -1.2208 0.4572 0.137
H 1.3296 -1.3608 0.6483 0.294
H 0.6496 -2.8396 0.8171 0.402
H 0.4018 -1.6995 2.1974 0.317
H -2.3923 0.1852 -2.2645 0.356
H -2.9899 -0.3595 -0.5688 0.316
H -1.7607 1.0014 -0.6238 0.193
H -0.0289 -0.4016 -1.3810 0.206
H -1.6404 -1.1651 1.1310 0.263
H -0.4514 1.5408 1.5626 0.404
H -0.9444 2.6359 -0.3375 0.269
O 0.2199 1.2601 2.2642 -0.654
H 0.9475 0.9681 1.6909 0.354
H 2.9083 1.3675 0.2756 0.219
O 2.1507 0.7685 0.2785 -0.706
H 2.0528 0.4721 -0.7336 0.382
H 2.2282 -0.4400 -2.7028 0.161
O 1.7359 -0.0195 -2.0117 -0.885


--- two ---
22
Properties=species:S:1:pos:R:3:nbo_charge:R:1 method="wB97M-V/def2-TZVPD" lumo_ev=0.63 homo_energy_ev=-10.37
O -0.9611 4.1672 0.3389 -0.719
C 0.3171 3.6136 0.0140 -0.062
C 0.3570 2.1127 0.1862 -0.437
C -0.0058 1.3509 -1.1158 -0.427
C 0.3943 -0.1206 -1.1081 -0.062
O -0.7230 -1.0160 -0.9902 -0.723
H -1.6529 3.6248 -0.0550 0.457
H 0.5524 3.9380 -1.0177 0.155
H 0.9991 4.1569 0.6594 0.186
H 1.3240 1.7655 0.5521 0.212
H -0.3831 1.9251 0.9692 0.216
H 0.4375 1.9146 -1.9380 0.212
H -1.0959 1.4453 -1.2905 0.188
H 1.0538 -0.3385 -0.2712 0.169
H 0.9134 -0.3593 -2.0451 0.172
H -1.5240 -0.4864 -0.9736 0.464
O 2.3097 -5.0078 1.6348 -0.936
H 1.6086 -4.3925 1.9120 0.469
H 2.9332 -4.9755 2.3740 0.467
O -2.3874 -4.2668 1.0484 -0.943
H -1.6022 -4.0855 0.5252 0.474
H -2.8649 -4.9655 0.5910 0.469


Which of them is the least stable? Correct choice: one.